1.
Density functional theory data (ωB97M-V with the def2-TZVPD basis set) for a cluster of 11 separate species, C26H75NO22 in total.

The geometry in ORCA input format:
```
! RIJCOSX wB97M-V def2-TZVPD def2/J DEFGRID3
* xyz 1 2
C 5.1020 1.2923 -1.7787
C 4.0838 1.3715 -0.6026
O 2.8209 0.7381 -0.9706
O 5.5315 -0.0447 -2.1569
H 5.9299 1.8629 -1.3577
H 4.7310 1.8332 -2.6493
H 3.8666 2.4224 -0.4115
H 4.4311 1.0538 0.3805
H 2.9388 -0.2078 -1.0844
H 4.8587 -0.3755 -2.7566
C -2.6716 2.2091 -2.6523
C -3.9843 1.6472 -2.0499
O -4.7256 1.0219 -3.1017
O -1.8688 1.2990 -3.3631
H -2.0229 2.6297 -1.8839
H -2.8857 3.0093 -3.3609
H -4.5820 2.4850 -1.6907
H -3.7780 0.8972 -1.2864
H -4.1222 0.3401 -3.4061
H -1.5743 0.7085 -2.6659
C 3.9165 2.6875 3.0806
C 2.5727 1.9165 2.8691
O 1.4739 2.7269 3.2474
O 4.4177 2.3085 4.3645
H 3.7306 3.7553 2.9648
H 4.6348 2.2723 2.3737
H 2.6230 0.8789 3.1994
H 2.3526 1.8144 1.8064
H 1.4721 3.4520 2.6183
H 4.3643 3.0807 4.9324
C -3.4791 -1.7136 -5.3985
C -2.8564 -0.6609 -6.3415
O -1.6293 -0.2932 -5.7141
O -3.4702 -1.2903 -4.1186
H -2.9227 -2.6485 -5.4658
H -4.5055 -1.9261 -5.6976
H -3.4349 0.2524 -6.4805
H -2.6793 -1.0946 -7.3256
H -1.9219 0.1155 -4.8962
H -2.9818 -1.8436 -3.5045
C 0.6984 3.4703 -3.4401
C 1.9627 3.8152 -2.6335
O 1.8187 5.0963 -2.0752
O 0.8773 3.8732 -4.8257
H -0.2314 3.9234 -3.0961
H 0.4592 2.4090 -3.5078
H 2.8752 3.7157 -3.2213
H 2.0753 3.2499 -1.7083
H 1.2203 5.5502 -2.6731
H 0.5997 3.1494 -5.3920
C 0.0698 -2.8033 -3.4655
C 0.1815 -3.9936 -4.4870
O 0.0230 -5.2407 -3.8390
O -1.2180 -2.8184 -2.8525
H 0.2125 -1.9079 -4.0706
H 0.8490 -2.8752 -2.7067
H 1.1185 -3.9600 -5.0428
H -0.6259 -3.8619 -5.2074
H -0.2029 -5.8441 -4.5506
H -1.3210 -3.7469 -2.6312
C 0.6134 -0.7276 3.5996
C -0.6999 -1.3499 4.1409
O -0.9034 -0.9950 5.4676
O 0.9519 -1.2367 2.3260
H 1.4355 -0.8805 4.2988
H 0.3900 0.3377 3.5409
H -0.7490 -2.4374 4.0869
H -1.5711 -1.0374 3.5653
H -1.8584 -0.9363 5.5460
H 1.8966 -1.2075 2.1577
C -4.7923 1.1335 2.1097
C -4.4471 2.6315 2.1667
O -3.3497 2.9839 1.3971
O -3.8541 0.2844 2.7196
H -5.0630 0.8241 1.1002
H -5.7184 1.0237 2.6741
H -4.1997 2.8988 3.1941
H -5.3401 3.2170 1.9479
H -2.6011 3.2002 1.9578
H -3.0385 0.3675 2.2201
C -0.5705 1.0607 0.2037
C -0.9397 -0.4005 -0.1626
O -1.5084 -0.5016 -1.4390
O 0.2470 1.6996 -0.7792
H -0.0674 1.0925 1.1701
H -1.5046 1.6166 0.2835
H -1.7721 -0.6409 0.4988
H -0.1138 -1.0986 -0.0258
H -1.5937 -1.4056 -1.7508
H 1.1037 1.2667 -0.7957
C -1.1982 2.4869 5.2053
C -2.5807 2.2107 5.8632
O -2.4255 2.4703 7.3031
O -1.1804 2.9581 3.8388
H -0.5094 1.6453 5.2775
H -0.7229 3.2742 5.7904
H -2.8468 1.1671 5.6952
H -3.3746 2.7729 5.3715
H -2.6644 3.3633 7.5622
H -0.3012 2.8113 3.4823
C -2.2126 -3.7598 0.6616
O -0.8660 -3.4820 0.5730
C -0.1103 -4.6868 0.5852
C 1.3036 -4.5537 -0.0452
N 2.0802 -3.6075 0.7691
C 3.0466 -2.9252 -0.0187
C 4.1297 -2.1748 0.7881
O 3.7634 -1.2856 1.8316
C 4.6624 -1.4002 2.9266
H -2.5538 -4.5285 -0.0319
H -2.6772 -2.8143 0.3817
H -2.4811 -3.9920 1.6922
H -0.5335 -5.3673 -0.1537
H -0.1417 -5.1241 1.5832
H 1.0963 -4.2545 -1.0726
H 1.8116 -5.4989 -0.2369
H 1.3595 -2.9909 1.1164
H 2.5689 -2.2819 -0.7577
H 3.6099 -3.7066 -0.5289
H 4.7039 -1.4990 0.1542
H 4.8565 -2.8867 1.1793
H 4.4866 -0.5974 3.6427
H 5.6782 -1.3138 2.5409
H 4.6433 -2.3950 3.3718
*
```

The value obtained for the HOMO energy (alpha / beta) is -10.755 / -10.755 eV. The energy comes out at -74696.76495 eV.

These are the Mulliken partial charges, in e, on atoms 1 to 99: -0.954, -0.025, -0.076, -0.560, 0.453, 0.294, 0.627, -0.078, -0.164, 0.322, -0.472, 0.150, -0.597, -0.373, 0.138, 0.406, 0.458, -0.267, 0.389, 0.370, -0.658, 1.149, -0.620, -0.536, 0.498, 0.152, -0.502, -0.404, 0.366, 0.322, -0.264, -0.483, -0.523, -0.473, 0.155, 0.355, 0.305, 0.371, 0.373, 0.191, -0.293, 0.658, -0.609, -0.557, 0.334, 0.006, 0.186, -0.458, 0.372, 0.345, 0.241, -0.662, -0.511, -0.375, 0.469, -0.535, 0.425, 0.321, 0.326, 0.236, -0.059, -0.152, -0.603, -0.021, 0.406, -0.114, 0.296, -0.058, 0.396, 0.002, -0.334, -0.134, -0.398, -0.487, 0.217, 0.433, -0.159, 0.357, 0.239, 0.109, 0.323, 0.786, -0.012, -0.232, -0.449, -0.069, 0.058, -0.358, -0.108, 0.230, 0.051, -0.410, -0.568, -0.449, 0.176, 0.264, 0.056, 0.273, 0.335

=====

2.
Density functional theory data (ωB97M-V with the def2-TZVPD basis set) for a cluster of 13 separate species, C26H78N10O16 in total.

The geometry in ORCA input format:
```
! RIJCOSX wB97M-V def2-TZVPD def2/J DEFGRID3
* xyz 0 1
C -6.3089 -10.1382 14.2393
C -7.2075 -9.6554 13.1089
C -8.0057 -10.8064 12.5828
O -8.1497 -8.6902 13.5244
H -5.7378 -9.3507 14.7284
H -5.7314 -10.9447 13.8748
H -7.0131 -10.4666 15.0298
H -6.5258 -9.3085 12.2890
H -8.4975 -11.2808 13.4790
H -7.3488 -11.5415 12.1392
H -8.7913 -10.4788 11.8532
H -7.8076 -8.2536 14.2900
C -14.9195 -5.7094 22.2069
C -13.7974 -4.7489 21.8199
C -14.0633 -3.3736 22.5061
O -12.6427 -5.3908 22.2919
H -15.8327 -5.1813 22.3492
H -14.7197 -6.1782 23.1502
H -15.0449 -6.5402 21.4678
H -13.8905 -4.6244 20.6824
H -13.2349 -2.6293 22.5491
H -14.2842 -3.5396 23.6355
H -14.8815 -2.9456 21.9837
H -11.8837 -4.9872 21.8348
C -9.7542 -9.0348 18.0293
C -10.6685 -8.9389 19.2461
C -11.8417 -9.9580 18.9773
O -9.8652 -9.0600 20.3941
H -9.1058 -9.9363 18.1182
H -9.1947 -8.1379 17.9995
H -10.3693 -9.1450 17.1442
H -11.0796 -7.8693 19.1793
H -12.2916 -9.6113 18.0058
H -12.6345 -10.0242 19.7292
H -11.3131 -10.9194 18.8618
H -10.4438 -9.0004 21.2225
C -12.9325 -13.6088 14.3962
C -12.9260 -14.9577 15.1072
C -11.7192 -15.2414 15.8843
O -14.0721 -15.2563 15.9453
H -12.1630 -13.6392 13.6586
H -12.7162 -12.8251 15.1520
H -13.8635 -13.3213 13.9604
H -13.0484 -15.7034 14.3258
H -11.7004 -16.2227 16.3916
H -11.5974 -14.5065 16.7066
H -10.8163 -15.2537 15.2171
H -14.1556 -14.7607 16.7900
C -7.6790 -14.4306 18.2846
C -7.6942 -12.8879 18.3625
C -7.7829 -12.3353 16.9379
O -8.7410 -12.5237 19.2355
H -7.3730 -14.8468 19.2394
H -6.8780 -14.7806 17.5673
H -8.6487 -14.7058 17.8831
H -6.7397 -12.5160 18.6834
H -8.2673 -11.3533 16.9595
H -8.4384 -12.9058 16.2549
H -6.8060 -12.3579 16.4380
H -8.4526 -12.0267 20.0098
C -12.5491 -12.8189 21.5405
O -12.0635 -12.3055 22.5817
N -11.8133 -13.1259 20.4611
N -13.9051 -13.0339 21.4062
H -12.3093 -13.5302 19.6657
H -10.8386 -12.8154 20.3601
H -14.4020 -13.2942 22.2440
H -14.2320 -13.2757 20.4984
C -11.8842 -9.0817 14.8167
O -12.5628 -8.9769 15.8578
N -10.7225 -8.3296 14.6339
N -12.1961 -9.9156 13.7841
H -10.2110 -8.2046 13.7797
H -10.4013 -7.8067 15.4518
H -12.6749 -10.6836 14.2092
H -11.3624 -10.1947 13.2404
C -11.0357 -5.5891 17.2739
O -9.9957 -6.1476 16.9087
N -11.0254 -4.5368 18.1452
N -12.2061 -6.0500 16.6789
H -10.0649 -4.4883 18.5158
H -11.7925 -4.1027 18.6768
H -12.2773 -7.0510 16.4881
H -13.1808 -5.6241 16.8373
C -9.0736 -5.0643 20.9248
O -10.1429 -4.6180 21.3755
N -7.9836 -4.2115 20.9773
N -8.8374 -6.2182 20.2491
H -8.2458 -3.4207 21.4731
H -7.0429 -4.5775 21.0935
H -7.9635 -6.5543 19.8918
H -9.3853 -7.0537 20.4128
C -14.7937 -12.2970 17.7452
O -14.1609 -13.2201 18.2505
N -15.2252 -12.3110 16.4486
N -15.1988 -11.2561 18.5477
H -15.1692 -13.2189 15.9346
H -15.8434 -11.6510 16.0527
H -14.8839 -11.2638 19.4842
H -15.7889 -10.4913 18.2451
C -10.6836 -8.3587 23.8707
C -10.4879 -9.8419 23.9087
O -10.0069 -10.4084 22.6689
O -11.5399 -8.0062 22.7951
H -9.7384 -7.8572 23.6959
H -11.0994 -7.9717 24.7454
H -11.4832 -10.2185 24.0418
H -9.8000 -10.1143 24.6300
H -10.6637 -11.1379 22.4739
H -11.7467 -7.0845 22.8697
C -6.7317 -7.2552 16.8506
C -5.9440 -6.0738 17.3570
O -5.4852 -6.4214 18.6182
O -7.4592 -6.7908 15.6863
H -7.4558 -7.6021 17.6254
H -6.0064 -8.0224 16.5192
H -6.6581 -5.2458 17.3505
H -5.1031 -5.8187 16.6826
H -4.9236 -5.6883 18.9115
H -8.3276 -6.4358 16.0289
C -6.1635 -9.3764 21.7542
C -6.8940 -10.1321 20.6703
O -7.7142 -11.0736 21.4045
O -7.1650 -8.6972 22.4746
H -5.5051 -8.5885 21.2305
H -5.6740 -9.9937 22.5171
H -6.3038 -10.7635 20.0184
H -7.5317 -9.6184 20.0448
H -8.4958 -10.6476 21.8099
H -7.4048 -9.2124 23.2641
*
```

The value obtained for the HOMO energy is -9.291 eV. The energy comes out at -75891.62732 eV.

These are the Mulliken partial charges, in e, on atoms 1 to 99: -1.026, 0.761, -1.172, -0.430, 0.256, 0.511, 0.022, 0.056, 0.123, 0.458, 0.271, 0.304, -1.522, 0.852, -1.306, -0.481, 0.469, 0.350, 0.277, 0.082, 0.326, 0.232, 0.432, 0.237, 1.967, 0.610, -1.145, 0.754, -0.820, -1.405, 0.064, -0.216, 0.321, 0.378, 0.071, -0.345, -1.288, 0.614, -1.145, -0.651, 0.543, 0.077, 0.435, 0.216, 0.400, 0.087, 0.376, 0.268, -1.487, 0.608, -0.438, -0.564, 0.410, 0.367, 0.234, 0.149, -0.296, 0.194, 0.446, 0.305, 0.690, -0.838, -0.060, -0.276, 0.065, 0.124, 0.225, 0.104, 0.763, -0.763, -0.077, -0.602, 0.233, 0.005, 0.155, 0.292, 0.390, -0.469, -0.368, -0.335, 0.094, 0.207, 0.180, 0.223, 0.338, -0.690, -0.524, 0.555, 0.255, 0.204, 0.018, -0.228, 0.751, -0.757, -0.362, -0.357, 0.267, 0.160, 0.187

=====

The calculation returns the following strongest force on any atom values, one per record and in order: 0.0893; 0.0737 hartree/bohr.